Density functional theory data (wB97M-V/def2-TZVPD) for a 7-piece molecular cluster, C6H24FN12O6 overall.

Structure (XYZ):
```
49
Properties=species:S:1:pos:R:3:forces:R:3:lowdin_charge:R:1
F 0.20988 -0.27585 -0.31221 -0.184 -0.145 0.146 -0.52
C -2.55602 2.04930 -0.17977 1.207 0.890 0.638 -0.56
O -1.74658 2.48579 0.68581 -2.394 -1.285 -2.390 -0.02
N -2.48500 0.73181 -0.70540 0.618 1.282 0.891 0.13
N -3.57731 2.86391 -0.70433 1.605 -1.213 0.840 0.14
H -1.54340 0.35154 -0.53044 -0.144 -0.108 0.168 0.03
H -2.74363 0.58302 -1.66658 -0.425 0.319 -0.010 0.06
H -4.27696 2.49367 -1.30743 -0.249 -0.002 -0.183 0.07
H -3.55085 3.82795 -0.43969 -0.158 0.081 0.059 0.09
C -0.81722 -4.00865 -0.43107 0.752 -0.961 0.824 -0.60
O -0.78744 -5.24649 -0.35378 -0.361 2.065 -0.464 0.00
N -0.74223 -3.28037 -1.62024 -0.248 -0.670 1.014 0.15
N -0.90093 -3.19624 0.73280 0.321 0.211 -1.522 0.11
H -0.51607 -3.82138 -2.43741 0.026 -0.040 0.092 0.09
H -0.36791 -2.34475 -1.57428 -0.021 0.191 0.048 0.06
H -0.55594 -3.60702 1.58482 0.211 -0.551 -0.272 0.09
H -0.51450 -2.26258 0.57987 -0.104 -0.011 0.026 0.05
C -2.32023 -0.66672 3.34517 0.325 1.123 1.750 -0.62
O -2.88874 -0.14233 4.33347 0.491 -1.156 -1.730 -0.04
N -1.61683 0.13532 2.46299 -0.588 -1.169 0.721 0.16
N -2.23975 -2.04384 3.18576 0.578 1.599 -0.812 0.15
H -1.10733 -0.17289 1.65801 0.048 -0.248 -0.285 0.04
H -1.60303 1.11825 2.64672 -0.187 0.226 -0.016 0.08
H -2.75707 -2.62235 3.80717 -0.192 -0.156 0.173 0.09
H -1.72128 -2.41146 2.39612 -0.790 -0.034 0.381 0.03
C 3.96245 -1.18617 0.77889 -0.412 -0.104 1.262 -0.61
O 5.12115 -1.41919 1.13917 -1.294 0.208 -0.706 -0.01
N 3.15068 -2.14987 0.16589 1.026 1.258 0.478 0.14
N 3.29101 -0.00232 1.17101 1.182 -2.013 -0.496 0.15
H 3.60480 -3.00291 -0.10702 -0.098 0.112 -0.130 0.09
H 2.22806 -1.91125 -0.15177 -0.136 0.008 -0.060 0.06
H 2.54335 0.34962 0.61000 -0.297 0.244 -0.112 0.03
H 3.85941 0.59963 1.74137 -0.107 0.276 -0.349 0.09
C 0.78035 1.20868 -3.66275 0.987 -0.294 -0.110 -0.62
O 1.43845 1.85307 -4.49298 -1.178 -0.751 0.944 -0.02
N -0.61979 1.12866 -3.69870 1.977 0.255 -0.215 0.15
N 1.40288 0.43341 -2.66007 -1.434 0.996 -1.819 0.13
H -1.09922 0.59134 -3.01376 -0.280 -0.075 0.252 0.05
H -1.08147 1.75202 -4.33415 -0.115 -0.038 0.145 0.09
H 2.40678 0.47694 -2.69399 -0.058 0.149 0.246 0.09
H 0.89296 0.32157 -1.78434 0.297 -0.653 0.247 0.00
C 1.63525 3.04934 0.77658 0.996 1.060 0.666 -0.62
O 2.25803 4.11484 0.95095 -0.823 -1.417 -0.548 -0.03
N 1.34753 2.52852 -0.47930 0.061 0.580 2.063 0.16
N 1.23635 2.29532 1.88650 -0.236 0.234 -2.168 0.15
H 0.82239 1.67338 -0.50179 -0.084 -0.273 -0.254 0.02
H 1.91163 2.85909 -1.23576 -0.109 0.013 -0.218 0.10
H 1.65069 2.55878 2.75273 0.109 0.002 0.292 0.09
H 0.98265 1.33986 1.68722 -0.114 -0.016 0.506 0.05
```
Positions in Å, forces in eV/Å.

As for the largest force on an atom: 0.0704 Eh/bohr. As for the charge: -1. Its LUMO energy is 2.50 eV. The calculation puts the HOMO-LUMO gap at 0.3495 Eh.

***

Density functional theory data (wB97M-V/def2-TZVPD) for C6H24FN12O6Ti as an isolated structure.

Structure (XYZ):
```
50
Properties=species:S:1:pos:R:3:forces:R:3:mulliken_spin:R:1
Ti 19.91266 20.31657 -20.42674 -0.568 -0.256 0.316 3.21
F 18.11536 18.82807 -20.27219 0.539 0.521 0.135 -0.22
C 17.84698 21.61315 -18.13436 2.172 -0.483 -0.963 0.00
O 18.83738 21.59104 -18.89801 0.439 0.310 -1.152 -0.07
N 17.45208 22.62864 -17.46766 -0.162 5.312 2.383 0.00
N 17.14242 20.56695 -17.92168 -0.720 -2.934 -0.393 0.00
H 17.01274 22.54419 -16.56214 -0.246 -0.112 -0.439 0.00
H 17.89556 23.52124 -17.63099 0.136 -0.227 0.112 0.00
H 16.35335 20.58118 -17.29139 -0.200 -0.489 -0.816 0.00
H 17.33492 19.97185 -18.71471 -0.624 -1.138 0.768 0.03
C 16.09664 17.73590 -17.43665 -2.555 -2.975 -1.538 0.00
O 15.25341 17.18140 -16.70861 1.990 1.296 0.375 0.00
N 17.43668 17.66433 -17.48594 2.758 -0.841 2.708 -0.01
N 15.75111 18.17656 -18.65648 -1.244 1.383 -0.685 0.00
H 18.00198 18.16681 -18.15530 -0.287 -0.230 0.149 0.01
H 17.92359 16.99021 -16.91272 -0.197 0.342 0.129 0.00
H 14.78047 18.16809 -18.93557 0.414 0.329 -0.138 0.00
H 16.55295 18.41083 -19.22417 -1.197 -0.015 -0.864 -0.01
C 18.05538 15.20898 -19.80150 -1.585 -3.189 1.813 0.00
O 17.59400 14.10372 -19.54043 -0.167 -0.718 -0.738 0.00
N 17.42790 16.12885 -20.47458 -2.040 1.286 -3.054 0.00
N 19.20261 15.56885 -19.32849 3.280 1.139 1.133 0.00
H 16.86633 15.70122 -21.19699 -0.658 0.773 0.361 0.00
H 17.54826 17.12132 -20.33096 0.207 0.014 -0.338 0.01
H 19.64416 14.88564 -18.72986 0.324 0.712 0.061 0.00
H 19.46576 16.51532 -19.56311 0.877 -0.312 0.582 0.02
C 20.98906 18.32208 -22.17981 -0.658 -0.734 0.512 -0.01
O 21.63025 19.16666 -21.61212 2.927 1.674 2.252 -0.01
N 21.06348 17.00599 -22.04238 0.659 -1.574 0.338 0.01
N 19.98396 18.74093 -22.91499 -2.457 0.146 -2.152 0.04
H 21.73088 16.57930 -21.41580 -0.177 0.191 -0.093 0.00
H 20.44176 16.40524 -22.56454 0.335 0.123 0.106 0.00
H 19.11264 18.30038 -22.65650 -0.344 0.551 -0.637 -0.03
H 20.02008 19.72750 -23.12821 -0.491 0.006 0.094 0.03
C 14.63777 21.25697 -20.78613 -3.712 1.459 2.049 0.00
O 14.17744 21.71735 -19.74434 0.708 0.567 0.514 0.00
N 15.58816 20.35626 -20.83834 2.548 -1.427 -0.079 0.01
N 14.03947 21.48181 -21.96320 0.012 -0.176 -2.014 0.00
H 15.89184 20.17517 -21.78443 0.626 -0.223 0.076 0.01
H 16.27088 20.40888 -20.09589 -0.258 -0.125 -0.455 0.00
H 13.14836 21.94628 -22.06459 0.333 -0.237 0.480 0.00
H 14.30598 20.76514 -22.62309 -0.482 0.490 -0.721 0.00
C 16.25641 18.57451 -23.79378 -1.071 1.108 -2.828 0.01
O 15.70625 19.62769 -23.61655 -1.392 1.945 1.843 0.00
N 17.07470 17.94610 -23.02399 2.468 -1.255 4.095 -0.01
N 16.15351 17.99910 -24.96685 0.080 -2.500 -3.941 0.00
H 17.57894 17.10734 -23.27365 -0.694 0.061 0.097 0.00
H 17.03055 18.21229 -22.05070 0.577 -0.013 0.245 0.00
H 15.40613 18.11512 -25.63623 0.275 0.591 0.422 0.00
H 16.89834 17.37710 -25.24693 -0.497 -0.150 -0.109 0.00
```
Positions in Å, forces in eV/Å.

As for the largest force on an atom: 0.1133 Eh/bohr. As for the multiplicity: 4. As for the expectation value of S²: 3.751. Its LUMO energy (spin up / spin down) is -0.18 / -0.33 eV. The calculation puts the HOMO-LUMO gap (spin up / spin down) at 0.2137 / 0.3228 Eh.